Record 1
DFT (ωB97M-V with the def2-TZVPD basis set) results for a 8-piece molecular cluster, C27H67N3O8 overall at a distorted geometry.

Properties
Total charge: 0
Energy relative to the best compared isomer or geometry (same formula, charge and spin) (kcal per mole): 36.6
E_LUMO (eV): 0.0
Frontier orbital gap (eV): 8.008
E_HOMO (eV): -8.008
SMILES string: CC1(C)CCCC(C)(C)N1O.CC1(C)CCCC(C)(C)N1O.CC1(C)CCCC(C)(C)N1O.O.O.O.O.O
Strongest force on any atom (eV Å⁻¹): 2.7

XYZ file:
```
105
Properties=species:S:1:pos:R:3:forces:R:3
C -3.004267 -0.078064 -1.644375 -0.220 0.225 0.272
C -2.731988 0.557042 -3.010734 -0.046 0.185 -0.868
C -1.620593 1.631541 -2.932522 -0.260 0.148 1.033
C -2.230311 -0.582483 -3.970601 -0.677 0.720 0.322
C -3.358252 -1.335388 -4.658256 -1.264 0.486 -0.017
C -4.466579 -0.388954 -5.164874 0.050 0.247 -1.067
C -5.070588 0.635862 -4.216809 0.510 -1.154 1.023
C -5.910064 1.652906 -4.998366 0.905 0.813 -0.003
C -5.975024 -0.105915 -3.193181 0.437 0.526 0.386
N -3.905833 1.262436 -3.590093 0.709 0.554 -1.161
O -4.216059 2.451653 -2.871869 -0.553 -1.134 0.306
H -2.140212 -0.048496 -0.976265 0.226 -0.159 -0.250
H -3.791498 0.459909 -1.107383 -0.112 -0.078 -0.071
H -3.289604 -1.117770 -1.799614 -0.141 -0.022 0.367
H -1.700461 2.471637 -3.621257 -0.273 -0.429 -0.462
H -1.743053 2.106017 -1.952879 0.398 0.005 0.096
H -0.629240 1.187495 -3.017810 0.014 -0.058 0.214
H -1.549580 -0.090694 -4.664498 0.000 -0.356 -0.284
H -1.705403 -1.303573 -3.342616 0.453 0.218 -0.117
H -3.029968 -1.896429 -5.532784 0.288 -0.078 0.120
H -3.815044 -2.061166 -3.980112 0.140 -0.051 0.142
H -5.326712 -0.914121 -5.591452 0.247 -0.390 -0.040
H -4.037295 0.189661 -5.989394 0.021 -0.001 -0.073
H -6.643872 1.180350 -5.647701 -0.117 -0.112 0.207
H -5.259371 2.277223 -5.618160 0.206 -0.403 -0.229
H -6.352527 2.428613 -4.371389 -0.419 -0.474 0.283
H -5.465358 -0.864077 -2.595747 0.283 -0.042 -0.325
H -6.815377 -0.599462 -3.678170 -0.235 0.317 0.064
H -6.285515 0.641559 -2.454542 -0.630 -0.169 -0.077
H -4.917505 2.120791 -2.285179 0.139 0.667 0.336
C -0.102169 -2.249737 0.641765 -0.290 0.770 0.221
C 0.151313 -3.486619 -0.260413 -0.434 -0.250 0.850
C 0.710479 -3.048205 -1.619786 0.478 -0.324 0.273
C 1.214874 -4.330867 0.451547 1.877 -0.363 0.636
C 0.888466 -5.279661 1.614373 -1.343 0.620 -0.410
C -0.374935 -6.081301 1.162765 2.043 0.061 1.524
C -1.519022 -5.183917 0.708686 -0.060 0.008 -0.342
C -2.651897 -6.108192 0.184843 -0.016 0.403 0.092
C -2.022084 -4.266195 1.799754 -1.286 0.304 0.870
N -1.022812 -4.345181 -0.439952 0.255 -1.680 -0.190
O -2.131248 -3.687621 -1.040974 0.277 0.353 0.173
H 0.046261 -2.388100 1.714286 -0.074 -0.632 -0.057
H 0.564122 -1.400505 0.463229 0.035 -0.144 -0.626
H -1.129460 -1.894854 0.538021 0.037 0.084 -0.219
H 1.012992 -3.891204 -2.244240 -0.498 -0.254 0.066
H 0.026365 -2.410308 -2.174751 0.056 0.130 0.091
H 1.668288 -2.557134 -1.432196 -0.235 0.493 -0.004
H 1.760160 -5.022712 -0.198087 -0.189 0.473 -0.721
H 1.938554 -3.582860 0.792175 0.256 -0.162 -0.112
H 1.706898 -5.944454 1.896979 0.174 -0.151 -0.791
H 0.750179 -4.796319 2.587936 -0.600 0.409 -0.264
H -0.502508 -6.680092 2.070215 -1.319 -0.104 -0.222
H -0.059503 -6.800191 0.404843 -0.222 0.205 -0.351
H -3.586562 -5.558980 0.062983 0.109 0.127 -0.335
H -2.920330 -6.920708 0.862096 0.453 0.100 0.310
H -2.338630 -6.579082 -0.747992 -0.079 0.116 -0.118
H -2.558638 -3.403047 1.399389 0.204 -0.053 -0.402
H -1.266333 -3.860996 2.466078 0.123 -0.259 -0.010
H -2.811504 -4.726944 2.403281 0.339 -0.371 0.186
H -2.371224 -4.330471 -1.716039 -0.092 0.217 -0.152
C 4.134344 3.574353 5.284230 -0.609 0.226 0.626
C 4.782716 3.256235 3.950826 2.328 0.139 0.668
C 5.633784 4.477081 3.474079 -1.024 0.086 -1.405
C 5.834191 2.185891 4.321459 -1.242 -1.723 0.373
C 6.446773 1.442558 3.170599 0.210 1.763 -2.020
C 5.418035 1.000061 2.106785 0.659 -0.358 0.810
C 4.300489 2.034643 1.797382 -1.102 -1.831 -0.959
C 4.644254 2.944283 0.600554 1.497 1.339 1.100
C 3.165491 1.181101 1.186476 -0.917 -0.717 0.011
N 3.830319 2.639639 3.048440 0.270 -0.520 -0.273
O 2.712951 3.469159 2.785758 0.143 0.233 0.194
H 4.866802 3.757656 6.073533 0.316 0.342 -0.341
H 3.460373 4.431912 5.250821 -0.039 -0.065 -0.075
H 3.607908 2.708483 5.695960 -0.314 -0.029 -0.437
H 6.374288 4.819901 4.193150 -0.398 0.088 0.352
H 6.199500 4.284723 2.558636 0.104 -0.493 0.189
H 4.958235 5.261713 3.119875 0.071 0.345 0.570
H 6.578915 2.585767 5.008516 0.007 0.144 -0.105
H 5.267097 1.411457 4.859543 0.069 0.158 0.376
H 7.001907 2.200778 2.597999 0.729 -0.234 0.315
H 7.116645 0.640038 3.472129 -0.030 -0.002 0.003
H 5.083441 0.005757 2.420109 -0.900 0.294 0.053
H 5.937177 0.777956 1.172144 0.074 0.189 -0.006
H 5.489003 2.527045 0.051256 -0.308 -0.243 -0.307
H 5.064551 3.876412 0.990847 -0.238 0.151 -0.224
H 3.826919 3.204050 -0.063875 -0.122 -0.261 0.081
H 2.252880 1.718349 0.929148 0.250 0.432 0.132
H 2.812782 0.330308 1.781248 0.336 0.149 0.448
H 3.476001 0.730135 0.240655 0.363 0.152 -0.004
H 2.038714 3.058037 3.340131 -0.169 0.245 -0.153
O -0.180803 1.697826 0.848219 0.012 -0.010 -0.102
H -0.822223 2.042850 0.218416 0.046 -0.002 -0.001
H -0.638941 0.968658 1.285452 0.035 0.181 0.165
O 1.894018 3.078176 -1.841863 0.073 -0.230 0.008
H 1.212306 3.085350 -2.519373 0.038 0.040 -0.012
H 1.454605 3.428239 -1.055172 0.072 0.133 -0.091
O -2.285452 0.792304 2.615801 -0.247 -0.138 -0.174
H -2.831042 0.324942 1.971626 -0.020 -0.020 0.101
H -2.900999 1.054118 3.308484 0.117 0.003 0.052
O -0.009315 4.758644 -0.546584 -0.332 -0.092 -0.069
H -0.245199 5.691476 -0.511737 0.111 -0.013 0.107
H -0.709852 4.352750 -1.070302 -0.005 0.106 -0.006
O -0.578936 3.960207 2.901587 0.103 -0.037 0.086
H -0.225259 3.290607 2.297005 -0.096 0.015 -0.140
H -1.532333 3.886727 2.807844 0.026 -0.058 -0.010
```
Positions in Å, forces in eV/Å.

Record 2
DFT (ωB97M-V with the def2-TZVPD basis set) results for a 5-piece molecular cluster, C27H67NO17P4 overall at a distorted geometry.

Properties
Total charge: 0
E_LUMO (eV): 0.3
Frontier orbital gap (eV): 9.987
E_HOMO (eV): -9.643
SMILES string: CCOP(=O)(OCC)OCC.CCOP(=O)(OCC)OCC.CCOP(=O)(OCC)OCC.CCOP(=O)(OCC)OCC.CN(C)C=O
Strongest force on any atom (eV Å⁻¹): 5.1

XYZ file:
```
116
Properties=species:S:1:pos:R:3:forces:R:3
C -11.340907 -11.192265 -4.006525 -0.168 1.109 -2.213
C -12.261858 -12.263822 -3.516839 2.318 0.091 1.516
O -13.600213 -11.964227 -3.721636 -1.964 -0.664 -2.030
P -14.500212 -12.739627 -4.851730 -1.256 0.132 1.012
O -14.076986 -14.148575 -5.141791 -0.560 2.202 0.279
O -15.983002 -12.594869 -4.004206 2.743 1.846 -3.317
C -16.307216 -13.596205 -3.066158 1.247 -0.596 -0.159
C -15.915810 -13.222003 -1.670802 -0.195 0.605 1.706
O -14.601469 -11.732190 -6.195957 -2.067 -0.651 4.137
C -13.775118 -12.038099 -7.266530 1.511 -1.049 -1.632
C -14.169848 -11.311311 -8.585778 0.422 -0.278 1.322
H -10.323820 -11.177938 -3.614827 -0.310 -0.058 0.463
H -11.218865 -11.244082 -5.088427 0.213 -0.529 -0.398
H -11.839040 -10.223194 -3.976985 0.186 0.213 0.996
H -11.905933 -13.229313 -3.876330 -0.631 -0.222 -0.073
H -12.112358 -12.214183 -2.438281 -0.320 -0.578 0.257
H -17.386139 -13.693025 -3.187110 0.151 -0.636 0.219
H -15.668572 -14.414838 -3.397922 -0.946 -0.997 0.285
H -16.320888 -13.876442 -0.898959 -0.615 -0.326 -0.313
H -14.873818 -13.231907 -1.351012 0.379 0.077 -0.989
H -16.287500 -12.229676 -1.415406 -0.078 0.130 -0.099
H -12.758617 -11.841174 -6.925867 0.302 0.318 -0.619
H -13.816630 -13.120614 -7.387141 0.033 -0.074 -0.492
H -13.565446 -11.670080 -9.418903 -0.043 -0.320 0.159
H -15.226479 -11.504473 -8.771013 0.033 0.220 -0.142
H -13.942363 -10.247692 -8.514636 -0.363 0.093 0.112
C -15.674670 -8.284716 -5.494826 -1.707 -1.851 -0.676
C -14.780566 -7.598881 -4.557945 1.686 1.530 -0.636
O -13.455081 -7.412381 -5.204012 1.017 -0.512 1.604
P -12.277641 -6.871054 -4.201371 -2.512 0.125 0.759
O -11.989257 -7.671470 -2.987297 -0.637 1.039 -1.081
O -11.087522 -6.715783 -5.181286 0.216 0.999 -0.901
C -10.026819 -7.610906 -5.022652 0.760 -2.364 0.593
C -9.381876 -7.865953 -6.328059 0.064 1.637 -0.461
O -12.757001 -5.335885 -3.959769 0.413 -0.785 -0.210
C -12.814224 -4.455072 -5.115091 -0.286 0.351 -0.626
C -13.384396 -3.091968 -4.648891 1.219 -1.449 0.739
H -15.406644 -8.496538 -6.529910 0.587 1.138 -0.102
H -15.845885 -9.327993 -5.229573 -0.157 -0.042 0.650
H -16.640000 -7.779988 -5.456262 -0.122 -0.162 -0.294
H -15.083785 -6.557649 -4.448366 -0.398 -0.116 0.543
H -14.713250 -8.105951 -3.595417 0.312 0.105 -0.055
H -9.305674 -7.244414 -4.292082 -0.315 -0.179 0.296
H -10.450349 -8.596260 -4.828232 0.144 0.133 1.350
H -8.426343 -8.384597 -6.250222 -0.340 -0.296 -0.030
H -10.167591 -8.343473 -6.913497 0.616 -0.020 -0.623
H -9.183314 -6.834185 -6.618112 0.279 -0.106 -1.198
H -11.808523 -4.343265 -5.520270 0.179 0.260 0.324
H -13.343360 -4.933180 -5.939423 -0.498 -0.114 0.215
H -13.099168 -2.247425 -5.276185 -0.298 -0.241 -0.163
H -14.432586 -3.122023 -4.351429 0.047 0.035 -0.371
H -12.791654 -3.040401 -3.735602 -0.243 0.827 0.348
C -10.313364 -12.844636 -14.835091 0.655 1.345 -1.135
C -11.149500 -13.542306 -13.855727 0.421 -1.476 0.014
O -12.207190 -14.084256 -14.665382 -2.702 -2.983 0.228
P -12.906664 -15.587341 -14.241017 0.061 0.506 0.101
O -12.589486 -15.859740 -12.823981 -0.556 -0.146 -0.545
O -12.299320 -16.730510 -15.258484 -0.681 1.773 0.538
C -12.144029 -18.149872 -14.887550 -1.585 0.384 -1.083
C -12.853440 -19.086047 -15.913227 1.428 -0.364 0.424
O -14.567663 -15.523386 -14.586350 3.959 1.254 -1.634
C -15.484376 -15.853128 -13.590674 -0.924 -1.576 0.236
C -15.739449 -17.356615 -13.701175 -0.032 0.435 1.195
H -10.177505 -13.343888 -15.794464 0.256 -0.713 0.401
H -10.843510 -11.954568 -15.173936 0.297 0.499 0.347
H -9.351605 -12.625855 -14.371147 0.087 0.402 -0.286
H -10.574972 -14.339154 -13.383439 -0.218 -0.237 0.061
H -11.425314 -12.854048 -13.056765 -0.852 -0.142 -0.084
H -11.075504 -18.363404 -14.914870 -0.132 0.121 0.295
H -12.600519 -18.279720 -13.906301 0.436 -0.117 0.085
H -12.523752 -20.072620 -15.587525 -0.457 -0.364 0.465
H -13.938249 -19.087356 -16.019460 0.174 0.424 0.300
H -12.369455 -19.116479 -16.889415 -0.177 0.868 -0.209
H -15.053013 -15.487710 -12.658747 -0.649 -0.444 0.380
H -16.507647 -15.527790 -13.778249 0.452 1.553 -0.282
H -14.792189 -17.816309 -13.419265 -0.437 -0.849 -0.091
H -16.585323 -17.563706 -13.045655 0.413 -0.444 0.724
H -16.177449 -17.672596 -14.647973 0.776 0.318 -0.433
C -12.776478 -6.501799 -14.742406 1.245 1.492 0.927
C -11.633602 -5.572176 -14.042076 -3.225 -0.490 -1.654
O -10.477477 -6.194422 -14.338565 4.718 -1.887 0.810
P -9.142328 -5.946019 -13.420437 -3.971 0.211 0.772
O -8.616768 -4.588170 -13.551331 0.356 -0.143 0.406
O -9.707173 -6.446083 -11.947438 -0.128 -0.363 -1.926
C -9.071078 -6.084229 -10.741339 0.041 2.174 0.281
C -7.582929 -6.014339 -10.919041 0.306 -0.453 0.910
O -8.286842 -7.136460 -13.888831 1.297 -0.549 -0.833
C -7.119324 -6.804686 -14.646785 2.645 -1.340 -0.609
C -5.899056 -6.574631 -13.694230 -1.143 0.666 -1.626
H -13.712480 -5.945071 -14.696916 -0.267 -0.536 0.342
H -12.600673 -6.717555 -15.796280 0.503 0.487 -0.043
H -12.735104 -7.482697 -14.268895 -0.536 0.209 0.363
H -11.559569 -4.614819 -14.557906 -0.748 0.484 0.531
H -11.745626 -5.534359 -12.958509 -0.566 0.395 -0.064
H -9.493201 -5.116240 -10.471316 0.415 0.735 -0.297
H -9.385445 -6.557238 -9.811005 -0.136 -1.621 -0.731
H -7.171335 -5.995651 -9.909913 0.437 0.355 -0.076
H -7.200235 -6.925280 -11.379278 -0.154 -0.050 0.063
H -7.257526 -5.169574 -11.526156 -0.087 0.008 0.278
H -6.807640 -7.647096 -15.264284 -0.712 -0.784 0.353
H -7.230341 -6.087836 -15.460368 -0.558 0.827 0.791
H -5.898322 -7.385013 -12.965276 0.028 0.536 0.275
H -4.963180 -6.619529 -14.251212 -0.080 -0.102 -0.184
H -6.021194 -5.536701 -13.384581 0.324 -0.324 0.988
C -8.156103 -11.381043 -11.308464 -0.276 0.586 0.714
N -8.952400 -11.011573 -10.081034 0.101 -2.478 -0.446
C -8.578518 -9.896383 -9.257808 0.146 0.167 -0.704
C -9.793984 -11.979555 -9.586515 -1.464 1.408 2.027
O -10.496666 -11.881898 -8.527367 2.507 -0.401 -3.429
H -7.144999 -11.752329 -11.141361 0.043 -0.052 0.675
H -8.014639 -10.508969 -11.946869 -0.397 0.121 0.014
H -8.658833 -12.162932 -11.877696 -0.254 0.210 0.128
H -7.868842 -10.135187 -8.465692 0.100 -0.248 0.008
H -8.092257 -9.259415 -9.996663 -0.133 0.858 0.600
H -9.481086 -9.502301 -8.790707 0.189 0.313 -0.229
H -9.797905 -12.793379 -10.328055 -0.623 -0.443 0.602
```
Positions in Å, forces in eV/Å.

- Which of these has the lowest E_HOMO?
  C27H67NO17P4

- Which of these has the lowest E_HOMO?
  C27H67NO17P4

- total charge of number 1 (C27H67N3O8)?
  0

- The lowest E_HOMO belongs to which entry?
  C27H67NO17P4